# 1
ORCA calculation (the ωB97M-V functional and the def2-TZVPD basis) on a molecular structure, C11H9Cl5NO2PtSbSe4.

Atoms and positions in Å:
Pt -1.85 0.40 -0.53
Cl 1.35 0.70 -2.05
C 0.57 2.18 -1.57
C -0.70 2.11 -1.00
C -1.20 3.34 -0.57
Cl -2.76 3.37 0.24
C -0.54 4.55 -0.72
Cl -1.24 6.04 -0.17
C 0.71 4.57 -1.32
Cl 1.57 6.07 -1.52
C 1.27 3.38 -1.74
Cl 2.85 3.38 -2.46
Se -5.05 -3.13 -3.32
Sb -3.20 -2.89 -1.79
Se -3.85 -0.86 -0.29
Se -1.48 -1.18 -2.79
Se 0.40 -2.63 -2.75
O 1.56 0.62 2.79
C 0.82 0.20 1.89
O -0.32 0.62 1.57
C 1.43 -0.99 1.09
N 0.40 -1.65 0.25
C -0.19 -2.81 1.01
C 0.57 -2.82 2.33
C 1.89 -2.11 2.01
H 2.21 -0.60 0.44
H 0.74 -1.99 -0.69
H -0.36 -0.97 0.01
H -0.02 -3.70 0.40
H -1.26 -2.64 1.10
H 0.70 -3.84 2.70
H 0.03 -2.25 3.09
H 2.57 -2.79 1.48
H 2.39 -1.69 2.88

As for the expectation value of S²: 2.02. For the lowest unoccupied orbital energy (alpha / beta), the calculation gives 0.147 / 0.134 Eh. Its total charge is -2. As for the spin multiplicity: 3.

# 2
ORCA calculation (the ωB97M-V functional and the def2-TZVPD basis) on a molecular structure, C11H9F at a distorted geometry.

Atoms and positions in Å:
C -1.92 1.82 -0.67
C -2.20 -0.81 0.69
C -0.72 1.34 -0.06
C -2.41 0.56 -0.88
C -1.10 -0.16 -0.14
C -3.19 -0.26 -0.04
C 0.73 1.49 -0.51
C 1.25 0.06 -0.51
C 0.30 2.05 0.84
C 0.22 -0.81 -0.50
C 0.48 -2.33 -0.53
F -4.51 -0.34 0.17
H -2.25 2.88 -0.95
H -2.14 -1.33 1.63
H 1.09 2.24 -1.22
H 2.20 -0.34 -0.60
H 0.27 3.06 0.87
H 0.75 1.46 1.73
H -0.40 -2.97 -0.10
H 1.32 -2.65 0.03
H 0.58 -2.60 -1.55

For the lowest unoccupied orbital energy, the calculation gives 0.009 Eh. Its total charge is 0.

# 3
ORCA calculation (the ωB97M-V functional and the def2-TZVPD basis) on a molecular structure, C11H9N5O2ReSSbSe5.

Atoms and positions in Å:
Re 1.42 1.57 1.46
N -5.16 -2.93 0.08
C -3.94 -2.46 0.31
C -2.80 -3.24 -0.01
C -1.54 -2.76 0.23
C -1.39 -1.48 0.80
C -2.51 -0.69 1.11
C -3.76 -1.17 0.87
S 0.16 -0.92 1.09
O 1.18 -1.91 1.06
O 0.14 0.01 2.30
N 0.64 0.39 0.12
C 0.99 0.22 -1.24
N 1.71 1.19 -1.78
C 1.99 1.02 -3.08
C 1.56 -0.09 -3.79
C 0.81 -1.03 -3.09
N 0.51 -0.87 -1.81
H -5.31 -3.85 -0.30
H -5.98 -2.40 0.32
H -2.93 -4.23 -0.43
H -0.67 -3.36 -0.01
H -2.38 0.29 1.56
H -4.63 -0.57 1.12
H 2.58 1.80 -3.56
H 1.79 -0.21 -4.84
H 0.44 -1.92 -3.57
Se 5.53 5.41 -0.79
Sb 4.04 4.17 0.65
Se 1.24 3.71 0.83
Se 3.61 1.39 1.15
Se 5.49 5.82 1.63
Se 1.32 1.82 3.92
C 2.54 3.21 3.92
N 3.31 4.05 3.78

For the lowest unoccupied orbital energy, the calculation gives -0.317 Eh. Its total charge is +2.

# 4
ORCA calculation (the ωB97M-V functional and the def2-TZVPD basis) on a single C11H9NO3 molecule at a distorted geometry.

Atoms and positions in Å:
O 5.42 0.01 -0.15
C 4.35 0.52 -0.12
O 3.21 -0.21 -0.10
N 1.83 0.53 -0.06
O 1.95 1.74 -0.06
C 0.76 -0.23 -0.03
C 0.96 -1.71 -0.04
C -0.30 -2.50 0.10
C -1.50 -1.93 0.19
C -1.68 -0.49 0.12
C -2.96 0.05 0.17
C -3.16 1.41 0.07
C -2.07 2.26 -0.09
C -0.79 1.74 -0.12
C -0.56 0.37 -0.01
H 4.15 1.60 -0.09
H 1.65 -1.99 0.77
H 1.48 -2.01 -0.96
H -0.19 -3.57 0.11
H -2.39 -2.53 0.29
H -3.81 -0.61 0.29
H -4.16 1.81 0.10
H -2.22 3.32 -0.17
H 0.03 2.42 -0.23

As for the SMILES: O=CO/[N+]([O-])=C1\CC=Cc2ccccc21. For the lowest unoccupied orbital energy, the calculation gives -0.011 Eh. Its total charge is 0.

# 5
ORCA calculation (the ωB97M-V functional and the def2-TZVPD basis) on a molecular structure, C12H10BF6N3Pd at a distorted geometry.

Atoms and positions in Å:
Pd -0.97 -0.93 -0.35
C -1.50 4.46 -0.05
C -2.31 3.33 -0.09
C -1.75 2.07 -0.03
C -0.35 1.92 0.05
C 0.46 3.06 0.09
C -0.12 4.31 0.04
N 0.20 0.64 0.09
N 1.43 0.48 0.43
C 1.91 -0.78 0.40
C 3.24 -1.04 0.78
C 3.70 -2.33 0.74
C 2.86 -3.36 0.32
C 1.57 -3.05 -0.03
N 1.10 -1.80 0.01
H -1.94 5.44 -0.09
H -3.38 3.43 -0.14
H -2.40 1.20 -0.04
H 1.53 2.93 0.17
H 0.51 5.19 0.07
H 3.85 -0.21 1.10
H 4.72 -2.54 1.03
H 3.21 -4.39 0.27
H 0.87 -3.81 -0.35
F -2.91 -2.28 -3.40
B -2.14 -1.77 -2.43
F -2.51 -2.28 -1.10
F -0.76 -2.06 -2.54
F -2.24 -0.35 -2.29
F -2.64 -0.96 1.69
C -1.36 -1.37 1.52
F -0.59 -0.72 2.40
H -1.31 -2.44 1.73

As for the expectation value of S²: 2.03. For the lowest unoccupied orbital energy (alpha / beta), the calculation gives -0.049 / -0.076 Eh. Its total charge is 0. As for the spin multiplicity: 3.

# 6
ORCA calculation (the ωB97M-V functional and the def2-TZVPD basis) on a molecular structure, C12H10Br2MgN2O6 at a distorted geometry.

Atoms and positions in Å:
Mg -8.30 5.67 8.51
O -6.38 8.80 10.69
C -7.02 7.80 10.10
O -7.05 7.56 8.89
C -7.97 7.15 11.09
C -8.14 7.45 12.43
C -9.11 6.74 13.06
C -9.75 5.68 12.47
C -9.44 5.33 11.14
N -8.53 6.08 10.54
C -10.10 4.31 10.33
O -10.92 3.55 10.78
O -9.69 4.48 9.11
H -5.94 9.37 9.99
H -7.85 8.43 12.78
H -9.45 6.99 14.07
H -10.52 5.16 13.00
Br -10.46 7.45 7.67
C -10.64 6.30 6.13
Br -12.52 5.58 5.92
H -10.02 5.46 6.30
H -10.32 6.82 5.23
O -8.40 7.25 4.24
C -7.57 6.52 4.83
C -6.52 5.70 4.09
C -5.95 4.79 5.20
C -6.78 5.13 6.43
O -6.72 4.57 7.58
N -7.64 6.20 6.18
H -5.78 6.35 3.58
H -7.09 5.15 3.30
H -4.89 5.08 5.35
H -6.08 3.73 4.97

For the lowest unoccupied orbital energy, the calculation gives -0.045 Eh. Its total charge is 0.

# 7
ORCA calculation (the ωB97M-V functional and the def2-TZVPD basis) on a molecular structure, C12H10CdN8O4S.

Atoms and positions in Å:
Cd -0.92 -0.89 0.73
O 1.47 -2.47 -2.81
C 0.96 -1.71 -1.86
O -0.19 -1.35 -1.80
C 1.94 -1.38 -0.77
C 3.29 -1.68 -0.82
C 4.07 -1.33 0.27
C 3.49 -0.71 1.36
C 2.12 -0.47 1.34
N 1.39 -0.79 0.28
C 1.38 0.19 2.51
O 2.07 0.65 3.41
O 0.10 0.23 2.40
H 0.75 -2.91 -3.31
H 3.71 -2.17 -1.69
H 5.14 -1.54 0.27
H 4.05 -0.42 2.24
C -1.57 4.66 0.16
C -2.53 3.54 0.27
N -3.82 3.64 0.34
N -4.25 2.34 0.43
C -3.27 1.44 0.42
S -3.40 -0.23 0.53
N -2.15 2.21 0.30
N -0.88 1.68 0.24
H -2.12 5.60 0.20
H -1.03 4.62 -0.79
H -0.85 4.63 0.97
H -5.23 2.14 0.53
H -0.37 2.02 -0.56
H -0.38 1.77 1.12
N -1.01 -3.06 0.60
C -0.73 -3.92 -0.13
N -0.39 -4.92 -0.87
C -0.42 -4.75 -2.18
N -0.42 -4.64 -3.33

For the lowest unoccupied orbital energy, the calculation gives -0.017 Eh. Its total charge is 0.

# 8
ORCA calculation (the ωB97M-V functional and the def2-TZVPD basis) on a molecular structure, C12H10N2 at a distorted geometry.

Atoms and positions in Å:
C -0.45 -2.02 -0.08
C -1.58 -2.82 -0.25
C -3.15 -1.08 -0.38
C -0.73 1.61 0.12
C -2.15 -0.15 -0.12
C -2.07 1.29 0.14
C -0.84 -0.67 -0.05
C 4.39 -1.02 -0.28
C 1.31 0.12 0.01
C 5.49 -0.31 -0.14
C 2.53 -0.29 0.00
C -3.14 2.35 0.23
N -2.86 -2.35 -0.44
N 0.03 0.43 0.05
H 0.51 -2.43 0.29
H -1.52 -3.83 -0.06
H -4.30 -0.89 -0.36
H -0.22 2.47 0.09
H 6.42 -0.77 0.04
H 5.40 0.76 -0.07
H 4.21 -2.11 -0.30
H -4.03 2.16 0.85
H -2.67 3.23 0.52
H -3.70 2.54 -0.78

For the lowest unoccupied orbital energy, the calculation gives 0.017 Eh. Its total charge is 0.

Ordered ΔE to the lowest compared entry with this formula, charge and spin results: 13.0 388.4 0.0 223.4 23.3 13.8 16.8 572.7; unit kJ/mol.